(1)
Formula: C24H50F8N12O23P
Source: the OMol25 dataset
Level of theory: the ωB97M-V functional and the def2-TZVPD basis

```
118
Properties=species:S:1:pos:R:3:mulliken_charge:R:1
P 6.12 -0.08 -0.71 0.366
F -1.50 0.85 2.77 -0.283
F -3.37 0.18 3.77 -0.246
F -3.52 -2.65 2.56 -0.313
F -1.85 -4.15 1.49 -0.295
F -2.21 -0.23 0.49 -0.262
F -4.23 -0.71 1.24 -0.213
F -2.39 -2.80 -0.13 -0.297
F -1.61 -1.82 3.17 -0.222
O 3.84 -2.75 4.36 0.025
O -9.06 -1.89 2.02 -0.546
O -14.07 0.74 4.15 -0.538
O -4.89 3.09 1.63 -0.543
O -12.27 1.91 4.27 -0.530
O 5.06 1.69 -3.30 -0.541
O -6.18 1.84 2.81 -0.569
O 3.02 -7.95 4.38 -0.522
O -8.91 -1.21 4.05 -0.575
O 0.54 -3.45 1.55 -0.398
O 3.38 -5.84 4.22 -0.553
O 1.04 -3.43 6.42 -0.447
O 2.00 2.20 -6.84 -0.565
O 3.51 1.02 -1.96 -0.504
O -1.33 1.03 -5.46 -0.525
O 3.64 2.84 -8.07 -0.529
O 0.03 6.70 -9.73 -0.502
O 0.39 0.42 -4.31 -0.487
O 4.04 4.84 -5.38 -0.461
O 1.31 -1.31 6.68 -0.580
O 4.34 5.83 -3.49 -0.515
O 7.69 -0.62 -0.80 -0.541
O 1.15 5.33 -10.96 -0.511
N 0.33 6.21 -10.80 0.846
N 4.72 5.46 -4.59 0.826
N 4.31 -2.07 0.33 0.263
N -5.89 2.91 2.30 0.867
N 3.91 1.62 -2.95 0.914
N -0.78 0.32 -4.65 0.879
N 2.68 -6.80 4.48 0.873
N 0.62 -2.31 6.62 0.929
N 5.01 -2.42 2.36 0.146
N 2.47 2.81 -7.79 0.933
N -8.44 -1.43 2.95 0.978
N -12.86 0.86 4.17 0.871
C -2.92 -0.60 1.57 0.656
C -6.81 4.06 2.49 -0.770
C -1.60 -0.75 -4.04 -0.669
C 6.12 5.78 -4.97 -0.770
C 1.71 -2.93 2.16 -0.004
C 5.84 -1.47 1.80 -0.196
C 3.53 -2.15 -0.90 -0.932
C 3.61 -1.42 4.82 -0.613
C 5.41 -1.24 0.52 -0.498
C 6.24 1.40 0.34 -1.064
C 1.30 -6.50 4.97 -0.616
C -12.05 -0.38 4.04 -0.614
C 1.53 3.57 -8.66 -0.844
C 5.06 -2.93 3.74 -0.840
C -0.84 -2.12 6.81 -0.731
C 2.98 -3.72 1.75 -0.331
C -1.73 -2.88 1.05 1.084
C -2.44 -1.99 2.11 0.408
C -7.01 -1.09 2.76 -0.727
C 4.08 -2.76 1.46 0.237
C 2.93 2.35 -3.80 -0.507
C -2.81 0.54 2.60 0.218
C -0.25 -2.52 0.87 -0.878
C -0.38 6.74 -12.00 -0.704
H 1.40 -5.91 5.87 0.252
H 8.16 0.01 -1.35 0.350
H 1.84 4.61 -8.63 0.345
H 4.24 -1.22 5.69 0.343
H 1.83 -1.87 1.95 0.600
H 3.82 -0.68 4.05 0.335
H 2.58 -1.35 5.10 0.058
H 5.36 2.02 0.18 0.265
H -0.01 6.21 -12.87 0.318
H 5.85 -2.36 4.25 0.405
H 7.14 1.95 0.06 0.380
H -2.44 -0.28 -3.54 0.291
H 6.22 6.86 -4.95 0.291
H -11.00 -0.12 4.07 0.253
H 6.66 -1.02 2.33 0.561
H -6.25 4.84 2.98 0.288
H -1.32 -3.09 6.73 0.302
H -7.64 3.73 3.10 0.342
H 6.77 5.32 -4.23 0.291
H 0.53 3.44 -8.27 0.303
H 5.33 -3.98 3.76 0.190
H 1.63 3.17 -9.66 0.337
H -7.14 4.38 1.51 0.298
H 0.80 -7.45 5.16 0.312
H -6.44 -1.68 3.48 0.331
H -6.73 -1.34 1.75 0.306
H 1.94 2.21 -3.39 0.289
H 3.22 3.39 -3.80 0.027
H -12.32 -1.03 4.87 0.276
H 6.30 1.19 1.41 0.360
H 0.80 -5.94 4.19 0.211
H -1.95 -1.39 -4.84 0.306
H 6.30 5.38 -5.96 0.321
H -1.18 -1.44 6.03 0.205
H -0.98 -1.30 -3.34 0.206
H 2.99 1.94 -4.80 0.357
H -12.31 -0.85 3.10 0.279
H 3.27 -4.31 2.62 -0.524
H 4.19 -2.39 -1.73 0.379
H -0.16 7.80 -12.06 0.280
H -0.10 -1.51 1.27 0.414
H -1.44 6.57 -11.86 0.280
H 2.77 -2.93 -0.79 0.365
H -6.89 -0.03 2.96 0.316
H -3.32 1.41 2.21 0.120
H -0.99 -1.68 7.79 0.318
H 1.60 -3.01 3.25 0.091
H 3.06 -1.20 -1.10 0.354
H 2.76 -4.35 0.90 0.761
H -0.03 -2.50 -0.20 0.262
```

## Properties
charge = +1
largest force on an atom = 1.290 eV/A
E_tot = -121667.691 eV
LUMO = -2.0785 eV
multiplicity = 1

(2)
Formula: C44H44F3N5O
Source: the OMol25 dataset
Level of theory: the ωB97M-V functional and the def2-TZVPD basis

```
97
Properties=species:S:1:pos:R:3:lowdin_spin:R:1
F 1.83 -0.11 2.04 0.003
F 1.16 -5.86 4.85 0.000
F -5.18 -0.56 -5.28 0.000
O -0.98 4.43 -2.50 0.008
N 5.30 -3.74 -0.25 0.000
N 2.85 6.88 0.97 0.236
N -2.86 2.35 3.06 0.001
N -3.52 1.75 -7.42 0.000
N -2.78 -3.68 2.43 0.000
C 2.88 -2.23 4.12 0.001
C 3.84 5.96 1.09 0.131
C -2.40 2.69 -5.60 0.001
C -1.84 -3.77 1.38 0.000
C -2.81 0.63 -7.24 0.000
C -3.28 2.79 -6.63 0.000
C -2.98 -4.85 3.11 0.000
C 0.14 -1.24 -0.98 0.002
C -1.57 2.22 5.57 0.001
C 1.64 5.31 -0.41 0.103
C -4.54 -2.10 -1.98 0.000
C 0.98 -3.52 4.68 0.000
C 4.44 -2.89 0.42 0.000
C -4.74 -0.73 -4.03 0.000
C -1.79 0.53 -6.37 0.000
C 1.74 6.55 0.20 0.047
C 4.72 -1.55 0.70 0.001
C 0.44 1.11 -1.05 0.005
C -1.58 -6.06 1.69 0.000
C -4.93 -1.93 -3.33 0.000
C 6.38 -3.20 -0.81 0.000
C -0.84 2.46 4.41 0.005
C -1.58 1.55 -5.50 0.001
C 1.55 -2.29 4.48 0.000
C 2.82 4.44 -0.39 0.254
C 0.97 1.11 0.23 0.003
C 6.68 -1.85 -0.62 0.001
C -3.00 2.03 5.46 0.001
C 3.07 -4.61 4.25 0.000
C 1.72 -4.68 4.57 0.000
C -1.47 2.54 3.13 0.006
C -4.08 0.31 -3.39 0.000
C -3.62 2.17 4.17 0.001
C 1.20 -0.08 0.88 0.002
C 5.85 -0.96 0.14 0.004
C 0.63 -1.23 0.28 0.000
C -0.16 4.96 -3.53 0.008
C -2.48 -6.07 2.69 0.000
C -3.58 0.07 -2.12 0.000
C 0.06 -0.09 -1.71 0.002
C 3.69 -3.38 4.04 0.000
C -1.26 -4.97 0.94 0.000
C 3.89 4.81 0.38 0.086
C -3.78 -1.11 -1.39 0.000
H 0.95 -1.41 4.68 0.000
H -0.52 -0.07 -2.63 0.000
H -1.32 -0.42 -6.12 0.000
H -0.27 -2.16 -1.36 0.000
H 3.23 -1.23 3.95 0.001
H 0.21 2.05 -1.54 0.001
H -0.88 1.38 -4.70 0.001
H 7.13 -3.84 -1.26 0.000
H -3.89 1.26 -3.86 0.000
H 1.21 2.04 0.74 0.002
H -3.41 -1.18 -0.37 0.000
H -0.90 2.74 2.24 0.005
H 4.78 4.21 0.47 0.003
H 0.85 4.56 -3.48 0.005
H -4.02 3.57 -6.72 0.000
H 0.85 5.18 -1.14 0.006
H 0.88 7.19 0.09 0.005
H 4.74 -3.36 3.80 0.000
H -3.60 1.80 6.32 0.000
H -4.53 -3.04 -1.45 0.000
H 0.23 2.58 4.40 0.004
H -0.05 -3.58 5.00 0.000
H -2.26 3.47 -4.86 0.001
H -0.02 6.00 -3.23 0.001
H -2.68 -6.95 3.28 0.000
H -1.74 5.01 -2.54 0.003
H 3.59 -3.26 0.97 0.000
H -1.09 2.08 6.52 0.000
H -4.69 2.03 4.11 0.000
H 0.79 -2.17 0.78 0.000
H -1.17 -7.02 1.39 0.000
H 4.66 6.27 1.72 0.011
H 7.65 -1.54 -0.97 0.000
H -3.05 0.83 -1.57 0.001
H -1.81 -2.84 0.82 0.000
H 2.86 3.53 -0.97 0.031
H -3.03 -0.26 -7.82 0.000
H 6.13 0.07 0.28 0.003
H -5.62 -2.65 -3.75 0.000
H -0.55 -4.91 0.12 0.000
H -0.48 5.01 -4.57 0.000
H 3.55 -5.55 4.05 0.000
H 4.17 -1.09 1.50 0.000
H -3.73 -4.65 3.86 0.000
```

## Properties
charge = -1
largest force on an atom = 4.337 eV/A
E_tot = -63987.003 eV
LUMO (spin up / spin down) = 2.0657 / 2.0623 eV
multiplicity = 2

(3)
Formula: C6H10S
Source: the OMol25 dataset
Level of theory: the ωB97M-V functional and the def2-TZVPD basis

```
17
Properties=species:S:1:pos:R:3:nbo_charge:R:1
S 3.20 0.04 -0.24 -0.011
C -1.67 0.21 -0.26 -0.432
C -0.53 1.27 -0.05 -0.386
C 0.44 0.40 0.78 -0.263
C -1.02 -1.14 -0.19 -0.391
C 1.66 -0.39 0.64 -0.293
C 0.47 -0.76 -0.16 -0.246
H -0.95 2.05 0.55 0.215
H -2.16 0.20 -1.26 0.217
H 0.74 -0.27 -1.13 0.174
H 2.05 -0.89 1.60 0.249
H -1.22 -1.73 0.73 0.212
H -1.17 -1.78 -1.05 0.214
H 2.63 0.73 -1.27 0.112
H -2.54 0.31 0.47 0.216
H -0.01 0.21 1.82 0.201
H 0.08 1.54 -0.97 0.213
```

## Properties
charge = 0
largest force on an atom = 3.768 eV/A
E_tot = -17215.556 eV
LUMO = 0.9368 eV
multiplicity = 1
energy relative to the best compared isomer or geometry (same formula, charge and spin) = 93.8 kcal/mol
SMILES string = SC1[C@H]2CCC[C@H]12

(4)
Formula: C3H7N3
Source: the OMol25 dataset
Level of theory: the ωB97M-V functional and the def2-TZVPD basis

```
13
Properties=species:S:1:pos:R:3:nbo_charge:R:1
N 0.37 0.57 -0.66 -0.484
N -1.99 0.55 -0.25 -0.710
N 0.31 -0.67 -0.06 -0.278
C -0.88 1.06 -0.78 0.270
C 1.70 -1.00 0.50 -0.309
C 0.38 -0.69 1.31 -0.228
H 0.68 0.66 -1.74 0.404
H -0.70 2.14 -1.34 0.139
H 0.60 0.27 2.01 0.210
H -2.72 1.05 -0.70 0.342
H 2.05 -1.92 0.18 0.212
H 2.16 0.01 0.35 0.204
H -0.14 -1.57 1.82 0.229
```

## Properties
charge = 0
largest force on an atom = 4.990 eV/A
E_tot = -7690.174 eV
LUMO = 0.8819 eV
multiplicity = 1
energy relative to the best compared isomer or geometry (same formula, charge and spin) = 103.9 kcal/mol
SMILES string = [H]/N=C/NN1CC1

Repeat the fourth record exactly.
Formula: C3H7N3
Source: the OMol25 dataset
Level of theory: the ωB97M-V functional and the def2-TZVPD basis

```
13
Properties=species:S:1:pos:R:3:nbo_charge:R:1
N 0.37 0.57 -0.66 -0.484
N -1.99 0.55 -0.25 -0.710
N 0.31 -0.67 -0.06 -0.278
C -0.88 1.06 -0.78 0.270
C 1.70 -1.00 0.50 -0.309
C 0.38 -0.69 1.31 -0.228
H 0.68 0.66 -1.74 0.404
H -0.70 2.14 -1.34 0.139
H 0.60 0.27 2.01 0.210
H -2.72 1.05 -0.70 0.342
H 2.05 -1.92 0.18 0.212
H 2.16 0.01 0.35 0.204
H -0.14 -1.57 1.82 0.229
```

## Properties
charge = 0
largest force on an atom = 4.990 eV/A
E_tot = -7690.174 eV
LUMO = 0.8819 eV
multiplicity = 1
energy relative to the best compared isomer or geometry (same formula, charge and spin) = 103.9 kcal/mol
SMILES string = [H]/N=C/NN1CC1